{
  "formula": "C38H54BrF6KN6O7S6SbSi3",
  "method": "wB97M-V/def2-TZVPD",
  "elements": ["K", "C", "C", "S", "C", "C", "S", "C", "C", "S", "H", "H", "H", "H", "H", "H", "H", "H", "H", "H", "H", "H", "F", "C", "F", "F", "S", "O", "O", "N", "S", "O", "O", "C", "F", "F", "F", "Br", "C", "C", "C", "C", "C", "C", "N", "C", "C", "C", "C", "C", "C", "N", "H", "H", "H", "H", "H", "H", "H", "H", "H", "C", "Si", "C", "C", "Sb", "Si", "C", "C", "C", "Si", "C", "C", "C", "H", "H", "H", "H", "H", "H", "H", "H", "H", "H", "H", "H", "H", "H", "H", "H", "H", "H", "H", "H", "H", "H", "H", "H", "H", "H", "H", "O", "S", "O", "O", "C", "N", "C", "C", "C", "N", "C", "C", "C", "N", "C", "C", "H", "H", "H", "H", "H", "H"],
  "xyz": [[0.2961, 0.0814, 1.3026], [4.3782, -1.9909, 0.5638], [3.7364, -3.0356, -0.3442], [2.0913, -2.5679, -0.9576], [1.1307, -4.0497, -0.5643], [1.0793, -4.4758, 0.8994], [0.4680, -3.1701, 1.9970], [1.7022, -3.1509, 3.3227], [3.1561, -2.9276, 2.9155], [3.4002, -1.3981, 1.9662], [4.5879, -1.0810, -0.0003], [5.3385, -2.3710, 0.9199], [3.6377, -3.9879, 0.1752], [4.3939, -3.2092, -1.1978], [1.4790, -4.8842, -1.1779], [0.1269, -3.7894, -0.9038], [2.0593, -4.7947, 1.2520], [0.4185, -5.3417, 0.9797], [1.6224, -4.0675, 3.9109], [1.3656, -2.3295, 3.9581], [3.5346, -3.7645, 2.3285], [3.7599, -2.8805, 3.8238], [-1.2921, -2.8336, 5.0547], [-2.1920, -1.8710, 5.2554], [-3.3547, -2.2610, 4.7271], [-2.3579, -1.7061, 6.5649], [-1.6730, -0.3023, 4.4438], [-1.4529, -0.6661, 3.0581], [-2.7297, 0.6297, 4.7028], [-0.3679, -0.0599, 5.2690], [0.8447, 0.8097, 4.7919], [0.6774, 2.2219, 4.9464], [1.4438, 0.3438, 3.5593], [2.0493, 0.3023, 6.0880], [2.2790, -1.0139, 6.0388], [1.6212, 0.6131, 7.3069], [3.1988, 0.9376, 5.8618], [-1.3578, 5.7218, 5.5981], [-1.0353, 4.8029, 3.9733], [-1.8093, 3.7015, 3.6513], [-1.5475, 3.0190, 2.4772], [-0.5339, 3.4431, 1.6202], [0.2467, 4.5429, 1.9715], [-0.0050, 5.2251, 3.1509], [-0.2938, 2.6737, 0.4666], [0.0781, 3.2026, -0.6189], [0.4147, 2.3850, -1.7994], [1.0524, 2.9908, -2.8717], [1.4655, 2.2091, -3.9437], [1.1872, 0.8544, -3.8953], [0.5173, 0.3402, -2.7875], [0.1387, 1.0734, -1.7506], [-2.5805, 3.3503, 4.3219], [-2.1289, 2.1430, 2.2142], [1.0702, 4.8435, 1.3352], [0.6060, 6.0696, 3.4381], [0.1892, 4.2869, -0.7337], [1.2639, 4.0529, -2.8575], [2.0212, 2.6558, -4.7613], [1.4870, 0.1955, -4.6996], [0.2772, -0.7176, -2.7336], [-5.4663, -3.5717, -0.1287], [-4.0311, -2.7355, 0.7575], [-4.6880, -1.3364, 1.8168], [-3.1927, -4.0159, 1.8372], [-2.2584, -1.7780, -0.8284], [-2.5070, -3.4889, -2.7185], [-2.3371, -5.2217, -1.9924], [-4.1146, -3.4227, -3.6862], [-1.0914, -3.1739, -3.9138], [-3.7093, 0.0847, -1.8288], [-3.4808, 1.5413, -0.6750], [-5.5378, -0.3400, -1.9560], [-3.1165, 0.5266, -3.5527], [-6.2059, -3.9186, 0.5982], [-5.1291, -4.4385, -0.7008], [-5.9634, -2.8856, -0.8151], [-5.3289, -1.7307, 2.6099], [-5.2726, -0.6233, 1.2334], [-3.8659, -0.7981, 2.2915], [-3.8900, -4.3910, 2.5912], [-2.3298, -3.5896, 2.3486], [-2.8424, -4.8645, 1.2445], [-2.9591, -5.3409, -1.1036], [-1.3056, -5.4365, -1.7080], [-2.6462, -5.9744, -2.7223], [-4.9697, -3.6320, -3.0424], [-4.0984, -4.1661, -4.4876], [-4.2663, -2.4435, -4.1425], [-0.1192, -3.2517, -3.4203], [-1.1682, -2.1685, -4.3353], [-1.1110, -3.8870, -4.7423], [-3.8888, 1.3268, 0.3153], [-3.9734, 2.4392, -1.0575], [-2.4148, 1.7519, -0.5628], [-5.9871, -0.5246, -0.9794], [-5.6917, -1.2270, -2.5707], [-6.0760, 0.4904, -2.4211], [-2.0780, 0.8545, -3.5441], [-3.7247, 1.3441, -3.9498], [-3.2008, -0.3170, -4.2418], [3.8106, 3.5521, -6.0323], [4.4775, 4.8417, -5.9568], [5.7748, 4.8864, -6.5988], [3.6132, 5.9803, -6.2032], [4.8770, 5.0379, -4.1869], [5.5844, 6.1149, -3.8379], [5.8530, 6.2498, -2.5505], [5.4266, 5.3461, -1.5871], [4.6945, 4.2672, -2.0506], [4.4288, 4.1118, -3.3487], [4.1193, 3.2165, -1.1689], [3.9238, 1.9409, -1.6827], [3.2049, 1.0293, -0.9344], [2.6917, 1.2975, 0.2688], [2.9729, 2.4870, 0.7989], [3.6720, 3.4751, 0.1190], [6.4407, 7.1188, -2.2701], [5.6683, 5.4760, -0.5413], [4.2607, 1.7110, -2.6838], [2.9729, 0.0498, -1.3386], [2.5717, 2.6751, 1.7905], [3.8179, 4.4459, 0.5756]],
  "forces_ev_per_angstrom": [[0.20, -0.23, -0.79], [-0.02, 0.03, 0.10], [-0.04, 0.00, -0.04], [-0.01, -0.03, 0.02], [0.03, 0.04, -0.03], [-0.01, 0.06, 0.03], [0.00, -0.03, 0.05], [-0.03, 0.00, -0.02], [0.00, 0.08, -0.03], [0.05, -0.05, 0.00], [0.02, -0.01, 0.00], [0.01, -0.01, -0.03], [0.01, -0.01, 0.01], [0.01, 0.00, 0.01], [-0.01, -0.02, 0.01], [-0.02, -0.02, 0.00], [0.00, -0.01, -0.01], [0.01, -0.01, -0.01], [0.01, 0.00, 0.00], [0.01, -0.01, 0.01], [0.00, -0.02, 0.01], [-0.01, -0.01, 0.00], [0.01, 0.00, 0.00], [-0.03, 0.00, 0.01], [0.00, -0.01, -0.02], [0.01, 0.01, 0.00], [-0.12, -0.06, 0.02], [-0.07, 0.04, 0.23], [-0.02, -0.01, 0.00], [-0.03, 0.00, 0.03], [0.19, 0.03, 0.00], [0.03, 0.01, 0.03], [-0.02, 0.13, 0.33], [0.00, -0.01, 0.00], [0.00, -0.01, -0.01], [-0.02, 0.00, 0.00], [0.01, 0.00, 0.00], [0.00, 0.01, 0.01], [0.01, 0.00, -0.02], [-0.02, -0.01, 0.02], [0.02, 0.00, -0.05], [0.01, 0.13, 0.00], [-0.04, -0.02, -0.01], [0.00, 0.02, 0.01], [-0.14, -0.15, 0.12], [-0.02, 0.13, -0.01], [0.01, 0.00, -0.03], [-0.01, -0.03, -0.02], [0.04, 0.04, -0.02], [0.00, 0.02, -0.04], [-0.05, 0.01, -0.03], [0.03, 0.05, 0.04], [0.00, 0.00, 0.00], [-0.02, 0.00, 0.02], [0.00, 0.02, 0.01], [0.00, 0.00, 0.00], [0.00, 0.00, 0.00], [-0.01, 0.00, 0.00], [0.06, 0.01, -0.07], [0.00, 0.00, 0.01], [0.02, -0.01, 0.01], [0.04, 0.04, -0.04], [-0.05, -0.04, 0.01], [0.05, 0.00, -0.01], [-0.01, 0.02, 0.00], [-0.12, -0.03, -0.07], [0.09, -0.03, 0.04], [-0.02, 0.05, -0.01], [-0.02, 0.07, 0.07], [-0.03, 0.00, 0.00], [-0.02, 0.07, 0.04], [0.03, -0.01, -0.05], [0.04, -0.04, 0.03], [0.00, -0.05, 0.02], [0.01, 0.00, 0.03], [-0.01, 0.00, 0.00], [-0.02, -0.02, 0.00], [-0.01, -0.01, -0.01], [-0.01, 0.01, -0.01], [-0.01, 0.01, -0.01], [-0.01, -0.01, 0.00], [0.01, 0.01, 0.02], [0.00, -0.01, 0.00], [-0.01, -0.03, -0.01], [0.02, 0.01, 0.02], [0.01, 0.00, -0.02], [-0.03, 0.00, -0.01], [0.02, -0.03, 0.00], [-0.01, 0.01, -0.01], [0.00, 0.00, 0.01], [0.01, 0.00, -0.02], [0.00, -0.01, 0.00], [0.00, -0.01, 0.02], [-0.01, 0.00, -0.01], [-0.03, 0.01, 0.01], [0.00, 0.01, 0.01], [-0.04, -0.02, -0.04], [0.02, 0.03, 0.00], [0.06, 0.02, 0.00], [-0.01, 0.00, 0.00], [0.00, 0.01, 0.00], [-0.09, -0.05, 0.08], [0.01, -0.01, -0.02], [-0.01, 0.01, 0.02], [-0.02, 0.01, 0.01], [0.01, -0.06, 0.01], [0.00, 0.00, -0.04], [0.03, 0.03, 0.01], [-0.02, -0.02, 0.04], [0.00, -0.01, -0.02], [-0.03, 0.00, 0.06], [0.07, 0.06, -0.08], [-0.08, -0.02, -0.04], [-0.08, 0.03, 0.06], [0.33, -0.01, 0.08], [-0.09, -0.02, -0.10], [-0.01, 0.02, 0.09], [-0.01, 0.00, 0.01], [0.01, 0.00, 0.00], [-0.01, -0.02, -0.01], [0.01, 0.01, -0.02], [0.04, -0.01, 0.01], [-0.02, 0.01, 0.00]],
  "mulliken_charge": [0.493, -0.794, -1.357, 0.365, 0.414, -1.558, 0.464, -0.459, -1.275, 0.291, 0.198, 0.560, 0.404, 0.650, 0.703, -1.072, 0.533, 0.610, 0.716, -0.348, 0.459, 0.662, -0.200, 0.371, -0.197, -0.224, 1.091, -0.184, -0.780, -0.478, 1.000, -0.601, -0.279, 0.396, -0.198, -0.202, -0.199, -0.229, 0.075, -0.628, 0.086, -0.641, -0.301, -0.922, 1.056, -1.027, 0.446, -0.796, -0.962, -0.750, -0.302, 1.594, 0.463, 0.508, 0.340, 0.434, 0.530, 0.563, 0.473, 0.535, -0.216, -1.054, 0.633, -0.390, -0.510, -0.868, 0.656, -1.077, -1.105, -1.065, 0.663, -0.332, -1.144, -0.850, 0.418, 0.238, 0.263, 0.394, 0.340, -0.389, 0.383, -0.221, 0.268, 0.193, 0.264, 0.425, 0.272, 0.431, 0.244, 0.251, 0.202, 0.431, 0.254, 0.520, -0.560, 0.275, 0.224, 0.432, 0.108, 0.426, 0.231, -0.668, 1.209, -0.708, -0.709, -0.035, -0.502, -0.380, -0.760, -0.109, -0.056, 1.671, -1.022, -0.500, 0.747, -0.795, -1.140, 0.410, 0.480, 0.537, 0.273, 0.567, 0.316],
  "gap_ha": 0.271,
  "e_above_lowest_kcal_mol": 5.7,
  "total_charge": -1,
  "total_energy_ha": -9606.9354,
  "max_force_ev_per_a": 0.846
}